{
  "formula": "C33H44DyNO3Si3",
  "method": "ωB97M-V with the def2-TZVPD basis set",
  "species": ["Dy", "C", "C", "C", "C", "C", "H", "H", "H", "H", "H", "C", "Si", "C", "C", "C", "Si", "C", "C", "C", "Si", "C", "C", "C", "C", "C", "C", "C", "N", "H", "H", "H", "H", "H", "H", "H", "H", "H", "H", "H", "H", "H", "H", "H", "H", "H", "H", "H", "H", "H", "H", "H", "H", "H", "H", "H", "H", "O", "C", "C", "O", "O", "C", "C", "C", "C", "C", "C", "C", "C", "C", "C", "C", "C", "H", "H", "H", "H", "H", "H", "H", "H", "H", "H", "H"],
  "xyz": [[0.24, 0.27, -1.23], [1.87, 0.50, -3.41], [2.17, -0.75, -2.83], [2.84, -0.52, -1.60], [2.87, 0.90, -1.42], [2.30, 1.51, -2.54], [1.39, 0.70, -4.36], [1.87, -1.70, -3.23], [2.99, -1.21, -0.77], [3.23, 1.42, -0.54], [2.21, 2.58, -2.73], [1.14, 3.77, 3.17], [1.30, 2.86, 1.51], [2.93, 1.89, 1.93], [1.78, 4.07, 0.11], [-0.15, 1.81, 0.94], [-0.75, 0.79, 2.35], [-1.34, 1.57, 4.03], [0.68, -0.32, 2.95], [-2.25, -0.34, 1.96], [-1.48, 2.99, 0.47], [-3.28, 2.50, 0.79], [-1.38, 4.78, 1.11], [-1.47, 3.10, -1.45], [-1.91, 4.25, -2.09], [-2.11, 4.25, -3.48], [-1.90, 3.05, -4.18], [-1.42, 1.98, -3.47], [-1.20, 1.99, -2.16], [1.98, 4.48, 3.30], [1.20, 3.01, 3.97], [0.17, 4.25, 3.34], [3.83, 2.42, 1.68], [3.04, 0.86, 1.49], [2.95, 1.74, 3.02], [2.21, 3.55, -0.74], [2.53, 4.82, 0.41], [0.92, 4.60, -0.25], [-0.58, 2.16, 4.56], [-1.59, 0.73, 4.71], [-2.22, 2.21, 3.98], [1.49, 0.33, 3.28], [1.11, -0.96, 2.16], [0.45, -0.99, 3.77], [-3.19, 0.18, 2.15], [-2.30, -1.28, 2.54], [-2.28, -0.65, 0.90], [-3.49, 2.40, 1.86], [-3.48, 1.54, 0.29], [-3.94, 3.27, 0.37], [-1.84, 4.89, 2.13], [-1.94, 5.44, 0.43], [-0.34, 5.12, 1.18], [-2.06, 5.16, -1.52], [-2.50, 5.14, -3.97], [-2.12, 2.96, -5.22], [-1.21, 1.04, -3.94], [-0.16, -1.83, -0.13], [-0.28, -3.04, -0.91], [-0.95, -2.52, -2.25], [-1.37, -3.33, -3.04], [-0.93, -1.23, -2.38], [-1.15, -4.07, -0.21], [-1.88, -3.71, 0.94], [-2.69, -4.59, 1.60], [-2.75, -5.89, 1.16], [-2.04, -6.27, 0.03], [-1.22, -5.37, -0.64], [1.11, -3.60, -1.15], [1.53, -4.10, -2.35], [2.82, -4.66, -2.46], [3.67, -4.72, -1.40], [3.27, -4.16, -0.17], [2.01, -3.62, -0.06], [0.06, -2.07, 0.78], [-1.92, -2.66, 1.24], [-3.22, -4.27, 2.50], [-3.32, -6.59, 1.73], [-2.06, -7.29, -0.39], [-0.69, -5.68, -1.54], [0.84, -4.04, -3.22], [3.12, -5.13, -3.42], [4.63, -5.25, -1.54], [3.93, -4.15, 0.70], [1.70, -3.25, 0.91]],
  "max_force_ev_per_a": 2.0,
  "e_tot_ev": -90289.1418,
  "mol_weight_g_mol": 749.5,
  "homo_lumo_gap_ev": [8.49, 8.45],
  "relative_energy_kj_mol": 0.0,
  "multiplicity": 6
}

***

{
  "formula": "C3H4N2",
  "method": "ωB97M-V with the def2-TZVPD basis set",
  "species": ["C", "C", "C", "N", "N", "H", "H", "H", "H"],
  "xyz": [[1.44, 0.41, -0.48], [-1.29, -0.38, 2.40], [0.28, 0.97, -0.39], [0.44, 0.19, -1.65], [-1.42, -0.92, 1.37], [2.42, -0.03, -0.19], [-0.07, -0.74, -1.52], [-0.25, 1.67, 0.09], [-1.54, -1.17, 0.38]],
  "max_force_ev_per_a": 5.0,
  "e_tot_ev": -6150.4209,
  "mol_weight_g_mol": 68.1,
  "homo_lumo_gap_ev": 9.63,
  "relative_energy_kj_mol": 528.7
}

***

{
  "formula": "C27H59LaNO4PS3Si4",
  "method": "ωB97M-V with the def2-TZVPD basis set",
  "species": ["La", "C", "Si", "C", "C", "C", "Si", "C", "C", "C", "Si", "C", "C", "C", "C", "C", "C", "C", "N", "H", "H", "H", "H", "H", "H", "H", "H", "H", "H", "H", "H", "H", "H", "H", "H", "H", "H", "H", "H", "H", "H", "H", "H", "H", "H", "H", "H", "O", "S", "C", "C", "C", "C", "H", "H", "H", "H", "H", "H", "H", "H", "C", "C", "C", "O", "P", "S", "S", "O", "C", "C", "C", "H", "H", "H", "H", "H", "H", "H", "H", "H", "H", "H", "H", "H", "H", "C", "Si", "C", "C", "O", "H", "H", "H", "H", "H", "H", "H", "H", "H"],
  "xyz": [[-0.05, -0.11, -0.17], [-1.05, 2.04, -2.85], [-2.06, 2.64, -1.32], [-1.28, 4.27, -0.65], [-3.71, 3.29, -2.03], [-2.22, 1.26, -0.04], [-2.52, 1.83, 1.75], [-3.74, 3.30, 1.90], [-3.21, 0.52, 2.98], [-0.90, 2.37, 2.62], [-3.44, -0.09, -0.57], [-5.28, 0.36, -0.23], [-3.38, -0.65, -2.39], [-3.02, -1.59, 0.56], [-3.98, -2.59, 0.76], [-3.74, -3.63, 1.63], [-2.53, -3.65, 2.31], [-1.61, -2.65, 2.03], [-1.84, -1.64, 1.18], [-0.46, 2.84, -3.28], [-1.73, 1.70, -3.64], [-0.38, 1.20, -2.61], [-0.84, 4.86, -1.45], [-0.52, 4.09, 0.10], [-2.05, 4.88, -0.19], [-3.55, 4.12, -2.71], [-4.35, 3.65, -1.23], [-4.26, 2.53, -2.57], [-4.71, 3.06, 1.48], [-3.37, 4.17, 1.38], [-3.90, 3.58, 2.94], [-4.08, 0.01, 2.59], [-3.49, 1.00, 3.91], [-2.47, -0.23, 3.21], [-0.21, 2.87, 1.95], [-0.40, 1.50, 3.03], [-1.10, 3.04, 3.45], [-5.48, 1.35, -0.62], [-5.51, 0.39, 0.83], [-5.98, -0.32, -0.70], [-3.68, 0.16, -3.05], [-4.04, -1.49, -2.59], [-2.37, -0.96, -2.65], [-4.91, -2.52, 0.22], [-4.48, -4.40, 1.80], [-2.29, -4.42, 3.02], [-0.65, -2.64, 2.54], [1.25, 1.99, -0.31], [1.51, 3.12, -1.28], [2.67, 4.27, -0.40], [3.92, 4.44, -1.26], [3.60, 3.91, -2.66], [2.85, 2.62, -2.42], [2.88, 3.82, 0.56], [2.12, 5.20, -0.26], [4.72, 3.83, -0.84], [4.25, 5.48, -1.28], [4.50, 3.75, -3.24], [2.97, 4.62, -3.21], [3.48, 1.89, -1.90], [2.42, 2.16, -3.31], [6.26, -2.69, 0.02], [4.78, -2.54, -0.31], [4.04, -3.86, -0.26], [4.18, -1.66, 0.63], [3.37, -0.32, 0.21], [4.54, 1.24, 0.42], [2.42, -0.68, -1.53], [2.20, -0.39, 1.39], [2.66, -0.42, 2.76], [2.65, 0.99, 3.35], [1.74, -1.37, 3.52], [6.71, -3.39, -0.67], [6.38, -3.06, 1.03], [6.77, -1.73, -0.06], [4.67, -2.10, -1.32], [4.00, -4.22, 0.77], [4.54, -4.61, -0.87], [3.03, -3.71, -0.63], [3.68, -0.82, 2.76], [1.76, 1.51, 3.01], [3.52, 1.55, 3.01], [2.65, 0.95, 4.43], [0.75, -0.93, 3.60], [2.13, -1.55, 4.52], [1.68, -2.32, 2.99], [0.47, -3.95, -0.06], [-0.35, -3.29, -1.69], [-1.94, -4.34, -1.86], [0.81, -3.71, -3.16], [-0.62, -1.74, -1.56], [1.23, -4.69, -0.27], [-0.26, -4.43, 0.58], [0.92, -3.13, 0.51], [-1.71, -5.35, -2.18], [-2.62, -3.90, -2.58], [-2.47, -4.41, -0.91], [1.20, -4.72, -3.12], [1.65, -3.02, -3.18], [0.28, -3.60, -4.10]],
  "max_force_ev_per_a": 2.3,
  "e_tot_ev": -112812.5764,
  "mol_weight_g_mol": 840.2,
  "homo_lumo_gap_ev": 8.17
}

***

{
  "formula": "C42H51KN4O3P3S",
  "method": "ωB97M-V with the def2-TZVPD basis set",
  "species": ["K", "C", "N", "C", "P", "C", "C", "C", "C", "C", "C", "C", "C", "C", "C", "C", "C", "C", "C", "C", "C", "C", "C", "P", "C", "C", "C", "C", "C", "C", "C", "C", "C", "C", "C", "C", "H", "H", "H", "H", "H", "H", "H", "H", "H", "H", "H", "H", "H", "H", "H", "H", "H", "H", "H", "H", "H", "H", "H", "H", "H", "H", "H", "H", "H", "C", "C", "O", "P", "O", "C", "C", "O", "C", "C", "H", "H", "H", "H", "H", "H", "H", "H", "H", "H", "H", "H", "H", "H", "H", "C", "C", "C", "N", "N", "C", "N", "S", "H", "H", "H", "H", "H", "H", "H"],
  "xyz": [[-0.80, -1.07, 0.04], [0.58, 2.27, -0.38], [0.38, 2.55, 1.04], [1.48, 2.09, 1.91], [1.66, 0.23, 1.88], [2.13, -0.09, 3.62], [3.21, -0.89, 3.98], [3.48, -1.18, 5.31], [2.66, -0.67, 6.31], [1.57, 0.12, 5.97], [1.31, 0.40, 4.64], [3.25, 0.02, 0.98], [3.28, -0.81, -0.14], [4.44, -0.95, -0.89], [5.59, -0.27, -0.52], [5.58, 0.55, 0.60], [4.41, 0.70, 1.34], [-0.06, 3.89, 1.35], [0.42, 5.01, 0.69], [-0.05, 6.28, 1.04], [-1.00, 6.43, 2.04], [-1.46, 5.31, 2.72], [-1.00, 4.05, 2.37], [-1.02, 1.74, -1.22], [-2.30, 2.67, -0.28], [-2.76, 2.05, 0.88], [-3.72, 2.65, 1.69], [-4.24, 3.89, 1.33], [-3.80, 4.51, 0.17], [-2.84, 3.90, -0.63], [-0.92, 2.57, -2.85], [-1.37, 1.85, -3.96], [-1.34, 2.41, -5.23], [-0.84, 3.70, -5.41], [-0.40, 4.42, -4.31], [-0.44, 3.86, -3.04], [1.27, 1.43, -0.49], [1.04, 3.09, -0.94], [1.25, 2.39, 2.92], [2.44, 2.56, 1.65], [3.86, -1.29, 3.21], [4.33, -1.80, 5.57], [2.87, -0.89, 7.35], [0.93, 0.52, 6.75], [0.45, 1.02, 4.39], [2.39, -1.35, -0.42], [4.44, -1.59, -1.77], [6.50, -0.38, -1.10], [6.48, 1.08, 0.90], [4.42, 1.33, 2.22], [1.17, 4.93, -0.08], [0.33, 7.15, 0.51], [-1.37, 7.42, 2.30], [-2.20, 5.41, 3.50], [-1.39, 3.16, 2.86], [-2.37, 1.08, 1.17], [-4.06, 2.15, 2.59], [-4.98, 4.37, 1.96], [-4.20, 5.48, -0.11], [-2.51, 4.41, -1.53], [-1.77, 0.85, -3.82], [-1.69, 1.85, -6.08], [-0.81, 4.14, -6.40], [-0.02, 5.43, -4.44], [-0.11, 4.45, -2.19], [3.35, -5.01, -3.53], [2.53, -4.70, -2.31], [1.27, -4.11, -2.74], [0.58, -2.98, -1.82], [0.89, -1.59, -2.58], [0.74, -1.44, -4.02], [2.08, -1.06, -4.60], [-0.97, -3.15, -2.29], [-1.67, -4.35, -1.87], [-1.84, -5.30, -3.03], [4.28, -5.51, -3.23], [3.61, -4.11, -4.08], [2.80, -5.68, -4.20], [3.06, -4.01, -1.65], [2.31, -5.60, -1.74], [0.01, -0.65, -4.17], [0.36, -2.36, -4.45], [2.47, -0.17, -4.12], [1.97, -0.87, -5.67], [2.80, -1.87, -4.47], [-2.63, -4.02, -1.47], [-1.13, -4.83, -1.05], [-2.43, -4.82, -3.82], [-2.36, -6.20, -2.70], [-0.87, -5.58, -3.44], [-3.73, -6.02, 2.06], [-4.41, -4.80, 1.41], [-3.79, -3.51, 1.85], [-2.82, -2.92, 1.25], [-2.39, -1.76, 1.89], [-3.06, -1.51, 2.98], [-2.85, -0.41, 3.76], [-4.29, -2.69, 3.30], [-4.22, -6.94, 1.76], [-3.78, -5.96, 3.15], [-2.68, -6.07, 1.78], [-5.47, -4.79, 1.65], [-4.32, -4.86, 0.33], [-1.95, 0.04, 3.64], [-3.21, -0.42, 4.70]],
  "charge": 1,
  "max_force_ev_per_a": 0.6,
  "e_tot_ev": -111509.1000,
  "mol_weight_g_mol": 824.0,
  "homo_lumo_gap_ev": 8.55
}

***

{
  "formula": "C6H10N4",
  "method": "ωB97M-V with the def2-TZVPD basis set",
  "species": ["C", "C", "C", "C", "N", "N", "C", "N", "C", "N", "H", "H", "H", "H", "H", "H", "H", "H", "H", "H"],
  "xyz": [[0.35, -0.64, -1.50], [1.34, 0.22, -0.73], [0.80, 0.64, 0.77], [1.61, 1.85, 1.09], [2.07, 2.82, 1.44], [0.85, -0.39, 1.77], [-0.30, -0.84, 2.05], [-1.34, -0.23, 1.49], [-0.89, 0.84, 0.69], [-1.66, 1.77, 0.25], [0.63, -0.92, -2.55], [-0.63, -0.21, -1.59], [0.08, -1.66, -0.90], [1.66, 1.21, -1.28], [2.29, -0.31, -0.51], [1.66, -0.78, 2.07], [-0.43, -1.69, 2.80], [-2.25, -0.54, 1.53], [-1.43, 2.69, -0.14], [-2.63, 1.61, 0.35]],
  "charge": 2,
  "max_force_ev_per_a": 4.3,
  "smiles": "CC[C@]1(C#N)NC=[NH+]C1=[NH2+]",
  "e_tot_ev": -12324.5554,
  "mol_weight_g_mol": 138.2,
  "homo_lumo_gap_ev": 9.65,
  "relative_energy_kj_mol": 221.8
}